Entry 1:
Below is the molecule C3H4N2O in a non-equilibrium geometry, with properties calculated with ωB97M-V/def2-TZVPD.

Output
Orbital gap (alpha / beta) in eV: 7.44 / 7.44
DFT total energy in eV: -8199.98342
ΔE to the lowest compared entry with this formula, charge and spin in kcal per mole: 89.98

Last columns: bonded neighbours and bond lengths (Å).
Atoms and positions in Å:
1 O 0.6455 0.5067 2.5782  C2 1.153
2 C 0.6417 -0.2262 1.6887  O1 1.153, N6 1.266
3 N -1.4861 0.7287 -0.1604  C4 1.291, H7 1.021
4 C -0.5788 0.3492 -0.9976  N3 1.291, C5 1.419, H8 1.110
5 C 0.5279 -0.5130 -0.7873  C4 1.419, N6 1.578, H9 1.090
6 N 0.7218 -1.0109 0.6979  C2 1.266, C5 1.578, H10 1.018
7 H -2.1858 1.2968 -0.6392  N3 1.021
8 H -0.5659 0.6205 -2.0741  C4 1.110
9 H 1.4636 -0.1471 -1.2100  C5 1.090
10 H 0.4756 -1.9813 0.8829  N6 1.018

These are the Löwdin partial charges, in e, on atoms 1 to 4: 0.275 -0.171 0.008 -0.400

Entry 2:
Below is a cluster of 8 separate species, C4H25N2O7 in total in a non-equilibrium geometry, with properties calculated with ωB97M-V/def2-TZVPD.

Output
Orbital gap (alpha / beta) in eV: 3.16 / 8.35
Multiplicity: 2
DFT total energy in eV: -21860.73006
ΔE to the lowest compared entry with this formula, charge and spin in kcal per mole: 49.35

Last columns: bonded neighbours and bond lengths (Å).
Atoms and positions in Å:
1 C 2.0451 -0.8194 -1.2507  C2 1.533, N6 1.478, H7 1.163, H8 1.156
2 C 0.8741 0.1349 -1.5103  C1 1.533, C3 1.518, H9 1.107, H10 1.185
3 C -0.1012 0.3071 -0.3599  C2 1.518, C4 1.347, N5 1.477
4 C -0.2030 -0.3920 0.7870  C3 1.347, H11 1.065, H12 1.049
5 N -1.1366 1.2281 -0.8713  C3 1.477, H13 1.150, H14 1.037, H15 1.136
6 N 3.0540 -0.1826 -0.3790  C1 1.478, H16 1.034, H17 1.024
7 H 1.8321 -1.9136 -0.9186  C1 1.163
8 H 2.6082 -1.0427 -2.2347  C1 1.156
9 H 0.3461 -0.2252 -2.4144  C2 1.107
10 H 1.3360 1.0951 -2.0287  C2 1.185
11 H 0.2433 -1.3368 0.9919  C4 1.065
12 H -0.8381 -0.1288 1.5787  C4 1.049
13 H -0.6233 2.2326 -0.6470  N5 1.150
14 H -1.9859 1.1679 -0.2790  N5 1.037
15 H -1.4856 0.9933 -1.9271  N5 1.136
16 H 2.7389 -0.4828 0.5588  N6 1.034
17 H 4.0215 -0.5172 -0.3793  N6 1.024
18 H 3.0671 -2.7224 2.9186  O20 0.996
19 H 2.8261 -1.3780 2.5379  O20 0.951
20 O 2.5004 -2.2289 2.2648  H18 0.996, H19 0.951
21 H -2.0164 0.0862 3.0541  O23 0.965
22 H -2.7058 -1.0657 2.5106  O23 0.964
23 O -2.8702 -0.1276 2.6580  H21 0.965, H22 0.964
24 H -3.9790 2.3638 1.3819  O26 0.989
25 H -3.0948 1.0592 1.4456  O26 0.966
26 O -3.4381 1.7334 0.8445  H24 0.989, H25 0.966
27 H 2.4590 1.8967 -1.2940  O29 0.974
28 H 2.7597 3.5170 -1.1632  O29 0.957
29 O 2.1286 2.7983 -1.1292  H27 0.974, H28 0.957
30 H -2.8205 -1.8690 -1.9409  O32 0.944
31 H -2.8338 -3.4807 -2.0255  O32 0.940
32 O -2.4893 -2.6617 -2.3322  H30 0.944, H31 0.940
33 H 0.4133 -3.1247 1.7977  O35 0.920
34 H -0.6697 -3.5961 0.7667  O35 0.937
35 O -0.4576 -3.0620 1.5073  H33 0.920, H34 0.937
36 H 0.3470 3.7898 -0.8156  O38 0.967
37 H -1.2616 4.2154 -1.1232  O38 0.986
38 O -0.5900 3.7389 -0.5802  H36 0.967, H37 0.986

These are the Löwdin partial charges, in e, on atoms 1 to 4: -0.290 -0.212 -0.363 0.017

Entry 3:
Below is a cluster of 3 separate species, C26H48N2O7 in total in a non-equilibrium geometry, with properties calculated with ωB97M-V/def2-TZVPD.

Output
Orbital gap (alpha / beta) in eV: 8.82 / 9.31
Multiplicity: 3
DFT total energy in eV: -45048.93960

Last columns: bonded neighbours and bond lengths (Å).
Atoms and positions in Å:
1 C -2.2831 1.4320 -4.1863  C2 1.511, H14 1.088, H15 1.085, H16 1.081
2 C -1.4892 2.5486 -3.5488  C1 1.511, O3 1.165, O4 1.348
3 O -1.2180 2.5302 -2.4160  C2 1.165
4 O -1.1050 3.5158 -4.4061  C2 1.348, C5 1.432
5 C -1.2426 4.8411 -3.8815  O4 1.432, C6 1.548, H17 1.083, H18 1.085
6 C -2.6792 5.4157 -3.9216  C5 1.548, C7 1.542, H19 1.083, H20 1.087
7 C -3.6816 4.6407 -4.8004  C6 1.542, C8 1.530, H21 1.085, H22 1.089
8 C -4.7404 3.9863 -3.9102  C7 1.530, C9 1.535, O13 1.441, H23 1.094
9 C -5.8506 3.1363 -4.5423  C8 1.535, O10 1.437, H24 1.096, H25 1.084
10 O -7.0616 3.6449 -3.9597  C9 1.437, C11 1.368
11 C -6.6380 4.4309 -2.9230  O10 1.368, O12 1.123, O13 1.374
12 O -7.0646 4.4987 -1.8869  C11 1.123
13 O -5.5421 5.0841 -3.4328  C8 1.441, C11 1.374
14 H -2.9248 1.8492 -4.9592  C1 1.088
15 H -1.6077 0.7415 -4.6802  C1 1.085
16 H -2.9075 0.9353 -3.4562  C1 1.081
17 H -0.5852 5.4818 -4.4559  C5 1.083
18 H -0.8778 4.8857 -2.8603  C5 1.085
19 H -2.6261 6.4484 -4.2420  C6 1.083
20 H -3.0639 5.4287 -2.9045  C6 1.087
21 H -3.2199 3.9595 -5.5075  C7 1.085
22 H -4.2160 5.3782 -5.3965  C7 1.089
23 H -4.1944 3.5571 -3.0651  C8 1.094
24 H -5.7817 2.1226 -4.1314  C9 1.096
25 H -5.8583 2.9656 -5.6129  C9 1.084
26 C 1.4991 0.7551 3.6273  C27 1.548, H37 1.091, H38 1.090, H39 1.091
27 C -0.0015 0.9536 3.3047  C26 1.548, C28 1.531, N32 1.492, C36 1.529
28 C -0.5149 -0.2379 2.4915  C27 1.531, C29 1.527, H40 1.095, H41 1.094
29 C -0.0376 -0.2337 1.0409  C28 1.527, C30 1.527, H42 1.094, H43 1.092
30 C -0.3485 1.1014 0.3685  C29 1.527, C31 1.532, H44 1.091, H45 1.094
31 C 0.1790 2.3065 1.1526  C30 1.532, N32 1.492, C34 1.542, C35 1.530
32 N -0.2082 2.2482 2.5924  C27 1.492, C31 1.492, O33 1.288
33 O -1.4441 2.5935 2.7046  N32 1.288
34 C 1.7122 2.3836 1.0117  C31 1.542, H46 1.092, H47 1.091, H48 1.088
35 C -0.3224 3.5923 0.4932  C31 1.530, H49 1.089, H50 1.088, H51 1.093
36 C -0.6993 0.9574 4.6650  C27 1.529, H52 1.092, H53 1.090, H54 1.089
37 H 1.6266 0.1441 4.5217  C26 1.091
38 H 2.0446 0.2401 2.8369  C26 1.090
39 H 1.9910 1.7086 3.8236  C26 1.091
40 H -1.6097 -0.2401 2.4955  C28 1.095
41 H -0.2046 -1.1680 2.9759  C28 1.094
42 H 1.0335 -0.4498 0.9871  C29 1.094
43 H -0.5342 -1.0394 0.4962  C29 1.092
44 H 0.0697 1.1076 -0.6387  C30 1.091
45 H -1.4327 1.1859 0.2457  C30 1.094
46 H 2.1247 3.1616 1.6569  C34 1.092
47 H 1.9836 2.6326 -0.0148  C34 1.091
48 H 2.2229 1.4492 1.2346  C34 1.088
49 H -1.4077 3.6234 0.4096  C35 1.089
50 H 0.0709 3.6744 -0.5181  C35 1.088
51 H 0.0042 4.4720 1.0529  C35 1.093
52 H -0.3722 1.8030 5.2734  C36 1.092
53 H -0.4610 0.0409 5.2052  C36 1.090
54 H -1.7840 0.9976 4.5755  C36 1.089
55 C 4.8391 -4.1962 0.6196  C56 1.547, H66 1.090, H67 1.089, H68 1.091
56 C 3.4353 -3.5612 0.7615  C55 1.547, C57 1.532, N61 1.493, C65 1.529
57 C 3.2412 -3.0482 2.1922  C56 1.532, C58 1.527, H69 1.096, H70 1.093
58 C 3.0142 -4.1619 3.2124  C57 1.527, C59 1.527, H71 1.094, H72 1.092
59 C 1.8795 -5.0810 2.7669  C58 1.527, C60 1.531, H73 1.092, H74 1.095
60 C 2.0634 -5.6270 1.3484  C59 1.531, N61 1.492, C63 1.542, C64 1.529
61 N 2.3818 -4.5452 0.3718  C56 1.493, C60 1.492, O62 1.287
62 O 1.2998 -3.9038 0.0987  N61 1.287
63 C 3.1714 -6.6989 1.3438  C60 1.542, H75 1.091, H76 1.091, H77 1.087
64 C 0.7985 -6.3819 0.9390  C60 1.529, H78 1.089, H79 1.090, H80 1.091
65 C 3.4472 -2.3644 -0.1901  C56 1.529, H81 1.092, H82 1.090, H83 1.089
66 H 5.5893 -3.4356 0.4031  C55 1.090
67 H 5.1787 -4.6967 1.5253  C55 1.089
68 H 4.8679 -4.9114 -0.2034  C55 1.091
69 H 2.3815 -2.3693 2.2231  C57 1.096
70 H 4.1115 -2.4561 2.4856  C57 1.093
71 H 3.9324 -4.7347 3.3696  C58 1.094
72 H 2.7653 -3.7201 4.1799  C58 1.092
73 H 1.7862 -5.9133 3.4682  C59 1.092
74 H 0.9379 -4.5246 2.8256  C59 1.095
75 H 3.4021 -7.0165 0.3255  C63 1.091
76 H 2.8446 -7.5816 1.8946  C63 1.091
77 H 4.0957 -6.3794 1.8190  C63 1.087
78 H -0.0954 -5.7644 1.0140  C64 1.089
79 H 0.6502 -7.2396 1.5950  C64 1.090
80 H 0.8760 -6.7514 -0.0852  C64 1.091
81 H 3.5673 -2.6863 -1.2264  C65 1.092
82 H 4.2789 -1.7042 0.0567  C65 1.090
83 H 2.5387 -1.7674 -0.1191  C65 1.089

These are the Löwdin partial charges, in e, on atoms 1 to 4: 0.037 -0.561 0.148 -0.009

Q: Among the records above, which one has the lowest DFT total energy?
A: C26H48N2O7

Q: Which formula does entry 3 have?
A: C26H48N2O7

Repeat the first record exactly.
Below is the molecule C3H4N2O in a non-equilibrium geometry, with properties calculated with ωB97M-V/def2-TZVPD.

Output
Orbital gap (alpha / beta) in eV: 7.44 / 7.44
DFT total energy in eV: -8199.98342
ΔE to the lowest compared entry with this formula, charge and spin in kcal per mole: 89.98

Last columns: bonded neighbours and bond lengths (Å).
Atoms and positions in Å:
1 O 0.6455 0.5067 2.5782  C2 1.153
2 C 0.6417 -0.2262 1.6887  O1 1.153, N6 1.266
3 N -1.4861 0.7287 -0.1604  C4 1.291, H7 1.021
4 C -0.5788 0.3492 -0.9976  N3 1.291, C5 1.419, H8 1.110
5 C 0.5279 -0.5130 -0.7873  C4 1.419, N6 1.578, H9 1.090
6 N 0.7218 -1.0109 0.6979  C2 1.266, C5 1.578, H10 1.018
7 H -2.1858 1.2968 -0.6392  N3 1.021
8 H -0.5659 0.6205 -2.0741  C4 1.110
9 H 1.4636 -0.1471 -1.2100  C5 1.090
10 H 0.4756 -1.9813 0.8829  N6 1.018

These are the Löwdin partial charges, in e, on atoms 1 to 4: 0.275 -0.171 0.008 -0.400

Q: What is the DFT total energy in the first record?
A: -8199.98342 eV